1.
The following is a DFT calculation (the ωB97M-V functional and the def2-TZVPD basis) of C48H83ClFN9NbO as an isolated structure.

Calculated values
E ... -3063.45036 a.u.
LUMO level ... 1.39 eV
Molecular weight ... 949.6 g mol⁻¹
Highest occupied orbital energy ... -0.1783 Ha
Gap between HOMO and LUMO ... 6.2 eV

Geometry as ORCA input:
```
! RIJCOSX wB97M-V def2-TZVPD def2/J DEFGRID3
* xyz -1 1
C 2.9705 5.0513 0.3042
C 2.1393 3.8719 -0.4595
C 3.2122 3.0749 -1.3509
Nb 4.6012 1.8880 0.0818
Cl 3.7921 -0.3199 -0.7705
C 6.2715 1.8521 -1.4795
C 5.7417 1.9415 -2.9956
F 5.9088 3.3077 -3.4528
O 1.0986 4.5614 -1.2060
C 0.4165 3.7039 -2.1409
C -0.0093 2.2751 -1.5756
C 0.2315 1.0530 -2.5358
C -0.0876 -0.4139 -2.1258
C -0.6701 -0.6237 -0.7052
C -0.9791 0.5365 0.2918
C -0.6293 1.9816 -0.1929
H 3.8038 5.4356 -0.3996
H 3.3657 4.7256 1.3214
H 2.2276 5.9228 0.4384
H 1.7293 3.2109 0.3929
H 2.7372 2.2542 -2.0110
H 3.8095 3.7865 -2.0236
H 5.7220 0.9430 1.2026
H 3.3128 1.7761 1.3670
H 5.2259 3.4511 0.7354
H 6.9762 2.7207 -1.2280
H 6.8417 0.8562 -1.3728
H 4.6906 1.5249 -3.1416
H 6.4431 1.2946 -3.6464
H 0.9988 3.6299 -3.1341
H -0.5683 4.2495 -2.4153
H 0.6682 1.2557 -3.5782
H 0.1503 -1.2390 -2.8694
H -0.8873 -1.6800 -0.3482
H -1.4089 0.3362 1.3372
H -0.8053 2.8631 0.5179
C -3.5891 -1.8516 3.2003
C -3.0853 -3.0108 4.0532
C -1.5704 -2.9752 4.2678
C -0.8653 -3.0625 2.9502
N -0.2989 -3.1349 1.9162
H -3.1665 -1.8789 2.1920
H -4.6759 -1.9001 3.0977
H -3.3330 -0.8893 3.6553
H -3.3709 -3.9551 3.5743
H -3.5851 -2.9797 5.0264
H -1.2586 -3.8144 4.8938
H -1.2755 -2.0500 4.7704
C 5.0645 -4.3236 4.3710
C 4.1515 -4.9743 3.3370
C 2.9068 -4.1379 3.0311
C 2.0939 -3.9547 4.2802
N 1.4583 -3.8109 5.2690
H 4.5641 -4.2109 5.3364
H 5.9518 -4.9402 4.5358
H 5.3939 -3.3355 4.0364
H 3.8535 -5.9637 3.6994
H 4.7144 -5.1268 2.4116
H 2.2930 -4.6374 2.2775
H 3.1894 -3.1562 2.6410
C -5.6728 -4.1440 -0.9305
C -6.7904 -4.0001 0.0968
C -6.2896 -3.5162 1.4583
C -5.3013 -4.4981 2.0196
N -4.5227 -5.2700 2.4613
H -4.9383 -4.8945 -0.6249
H -6.0807 -4.4627 -1.8932
H -5.1530 -3.1938 -1.0790
H -7.2949 -4.9659 0.2086
H -7.5318 -3.2919 -0.2811
H -7.1278 -3.4168 2.1531
H -5.8090 -2.5391 1.3645
C -8.1568 0.9396 1.9887
C -7.1339 1.7963 1.2497
C -7.1049 1.5223 -0.2556
C -6.7417 0.0874 -0.5050
N -6.4571 -1.0412 -0.7010
H -7.9257 -0.1246 1.9065
H -8.1628 1.1888 3.0531
H -9.1645 1.1045 1.5947
H -6.1434 1.6144 1.6788
H -7.3670 2.8523 1.4154
H -6.3677 2.1669 -0.7409
H -8.0812 1.7272 -0.7032
C 8.9103 0.2896 -4.4787
C 8.9334 1.0271 -5.8138
C 9.1264 0.0911 -7.0088
C 10.4364 -0.6340 -6.8862
N 11.4668 -1.2034 -6.7897
H 9.8589 -0.2169 -4.2813
H 8.7417 0.9927 -3.6593
H 8.1101 -0.4569 -4.4566
H 9.7352 1.7719 -5.7932
H 7.9924 1.5711 -5.9358
H 9.1223 0.6647 -7.9393
H 8.3156 -0.6410 -7.0580
C 5.1411 8.4848 4.0439
C 3.6899 8.3185 3.6057
C 2.9694 7.1910 4.3480
C 3.6602 5.8839 4.0857
N 4.2042 4.8566 3.8795
H 5.7319 7.5910 3.8285
H 5.6061 9.3173 3.5098
H 5.2056 8.6903 5.1171
H 3.6645 8.1279 2.5280
H 3.1561 9.2579 3.7789
H 1.9326 7.1206 4.0095
H 2.9623 7.3826 5.4246
C -12.7781 -0.7765 3.5374
C -12.2661 -1.9296 4.3943
C -10.7507 -1.8883 4.6041
C -10.0487 -1.9798 3.2797
N -9.4980 -2.0518 2.2376
H -12.3591 -0.8072 2.5284
H -13.8650 -0.8302 3.4388
H -12.5243 0.1886 3.9866
H -12.5491 -2.8756 3.9217
H -12.7620 -1.8960 5.3687
H -10.4352 -2.7244 5.2332
H -10.4568 -0.9600 5.1016
C 5.3865 5.1882 -6.0376
C 5.4160 5.9322 -7.3683
C 5.6132 4.9985 -8.5645
C 6.9224 4.2738 -8.4348
N 7.9528 3.7063 -8.3328
H 6.3329 4.6796 -5.8389
H 5.2155 5.8863 -5.2150
H 4.5857 4.4429 -6.0229
H 6.2187 6.6764 -7.3422
H 4.4758 6.4780 -7.4923
H 5.6142 5.5724 -9.4948
H 4.8023 4.2671 -8.6184
C -3.1767 -7.6068 0.7533
C -1.8559 -8.1397 0.2082
C -2.0160 -8.8869 -1.1182
C -2.9229 -10.0702 -0.9333
N -3.6358 -11.0005 -0.7880
H -3.8770 -8.4162 0.9762
H -3.0102 -7.0581 1.6817
H -3.6509 -6.9282 0.0376
H -1.4056 -8.8021 0.9546
H -1.1671 -7.3020 0.0645
H -1.0429 -9.2361 -1.4730
H -2.4387 -8.2280 -1.8815
*
```

Atom charges from the Löwdin analysis, given in e for atoms 1 to 4: atom 1 (C): -0.121, atom 2 (C): -0.469, atom 3 (C): -0.348, atom 4 (Nb): 1.134


2.
The following is a DFT calculation (the ωB97M-V functional and the def2-TZVPD basis) of a 12-piece molecular cluster, C48H88O32S8 overall.

Calculated values
E ... -7474.75369 a.u.
LUMO level ... 0.08 eV
Molecular weight ... 1433.7 g mol⁻¹
Energy relative to the best compared isomer or geometry (same formula, charge and spin) ... 1.645 eV
SMILES ... CCOS(C)(=O)=O.CCOS(C)(=O)=O.CCOS(C)(=O)=O.CCOS(C)(=O)=O.CCOS(C)(=O)=O.CCOS(C)(=O)=O.CCOS(C)(=O)=O.CCOS(C)(=O)=O.Oc1ccc(O)cc1.Oc1ccc(O)cc1.Oc1ccc(O)cc1.Oc1ccc(O)cc1
Highest occupied orbital energy ... -0.2738 Ha
Gap between HOMO and LUMO ... 7.5 eV

Geometry as ORCA input:
```
! RIJCOSX wB97M-V def2-TZVPD def2/J DEFGRID3
* xyz 0 1
C 3.0953 5.5396 0.8249
C 3.1167 4.2129 1.2761
O 4.4443 3.6914 1.0969
S 4.8650 2.3962 1.8645
C 5.1106 3.0181 3.4170
O 3.8361 1.3736 1.9375
O 6.0683 1.9164 1.2625
H 3.1837 5.5655 -0.2877
H 3.8421 6.2672 1.2932
H 2.1186 6.0388 1.0541
H 2.8677 4.1865 2.3421
H 2.3323 3.5955 0.8570
H 5.3425 2.1440 4.0167
H 4.1340 3.3785 3.8136
H 5.8348 3.8178 3.5370
C 5.3055 -3.3543 -0.9044
C 5.0699 -3.2549 0.5695
O 3.5960 -3.6023 0.7639
S 3.2321 -3.9898 2.1906
C 2.9161 -5.6763 1.9431
O 4.3785 -3.8259 3.0182
O 2.0522 -3.2940 2.5391
H 6.2026 -2.7520 -1.0953
H 4.5323 -2.7729 -1.4974
H 5.3492 -4.3421 -1.3884
H 5.7308 -3.8126 1.2041
H 5.1275 -2.1979 0.8047
H 3.8103 -5.8823 1.4304
H 2.1147 -5.7618 1.2415
H 2.7398 -6.2530 2.8315
C 0.2016 -0.4759 -8.8347
C 1.1734 -0.7693 -7.6503
O 1.4945 0.4124 -6.7687
S 2.5759 0.2820 -5.7453
C 4.0565 0.0056 -6.6651
O 2.6880 1.6184 -5.2241
O 2.2975 -0.8136 -4.8864
H 0.6341 0.2977 -9.5218
H -0.7812 -0.1133 -8.5248
H 0.0918 -1.5266 -9.1533
H 0.7727 -1.4606 -6.9465
H 2.1701 -1.0027 -8.0070
H 4.7708 -0.2455 -5.8570
H 4.2750 0.9720 -7.0755
H 3.9696 -0.7287 -7.4686
C -5.5809 -1.1725 -0.6631
C -5.1801 -0.6553 0.7785
O -6.3738 -0.3960 1.5296
S -6.8635 -1.3408 2.6285
C -5.7294 -1.2938 4.0664
O -8.0785 -0.7442 3.1365
O -6.9630 -2.7216 2.2059
H -4.7637 -1.4464 -1.2393
H -6.1839 -0.4128 -1.0888
H -6.2674 -2.0307 -0.6088
H -4.5818 -1.3191 1.3120
H -4.5957 0.2863 0.6810
H -5.7448 -0.2191 4.2795
H -4.7178 -1.6480 3.8848
H -6.2523 -1.8020 4.9380
C -2.7302 -5.9577 -3.3040
C -1.6686 -4.8794 -3.1750
O -0.5748 -5.4409 -2.4478
S -0.3415 -5.0785 -0.9715
C 0.8140 -3.7836 -1.1113
O -1.4734 -4.4383 -0.3533
O 0.2886 -6.2104 -0.2628
H -2.2910 -6.9683 -3.4942
H -3.4247 -5.7642 -4.1183
H -3.4044 -6.0293 -2.4185
H -1.2062 -4.5856 -4.0989
H -2.1573 -4.0509 -2.6254
H 0.4367 -3.2409 -1.9578
H 1.8008 -4.2357 -1.2918
H 0.7107 -3.0929 -0.2565
C -2.4095 1.9897 -4.0929
C -1.2829 2.5166 -5.0521
O -1.4250 1.8638 -6.4010
S -2.0686 2.6362 -7.5673
C -3.6514 3.1288 -7.0999
O -1.2634 3.8349 -7.6741
O -2.1568 1.7525 -8.7134
H -2.3345 0.9092 -3.9543
H -3.4061 2.2491 -4.4980
H -2.2696 2.5189 -3.1634
H -1.3162 3.6166 -5.2319
H -0.3398 2.1954 -4.7414
H -4.2102 2.1950 -6.8679
H -4.1478 3.5486 -7.9860
H -3.6761 3.8839 -6.3469
C 2.4426 -0.4390 6.1930
C 2.1451 0.4224 4.9737
O 2.3661 1.8289 5.3334
S 1.4499 2.9656 4.8794
C 0.5655 3.2425 6.3423
O 2.2273 4.1398 4.5637
O 0.6066 2.4261 3.8522
H 2.1297 -1.4224 6.0384
H 1.8364 0.0617 7.0313
H 3.5059 -0.3972 6.4447
H 2.7355 0.1906 4.0688
H 1.0564 0.2917 4.8157
H 0.1464 2.2943 6.7149
H -0.1695 3.9507 5.9837
H 1.2023 3.6932 7.0998
C 2.9732 3.0238 -1.9339
C 4.4266 2.8737 -2.4125
O 4.7516 1.4541 -2.2204
S 5.7286 0.7288 -3.1609
C 7.1779 0.7566 -2.0799
O 5.2605 -0.6127 -3.4623
O 6.1136 1.5287 -4.2504
H 2.3220 2.6781 -2.7165
H 2.7333 4.0693 -1.7372
H 2.7658 2.4476 -1.0776
H 4.4958 3.0007 -3.4904
H 5.2298 3.4472 -1.9807
H 7.4834 1.8170 -2.0084
H 7.9906 0.2733 -2.5585
H 7.0452 0.3982 -1.0590
O -5.5249 -4.6903 3.3863
C -4.1971 -4.4498 3.5672
C -3.6971 -4.6193 4.8393
C -2.2955 -4.5535 5.0787
C -1.4545 -4.3185 4.0779
O -0.0958 -4.2395 4.3364
C -1.8872 -4.2622 2.7434
C -3.2697 -4.3139 2.5443
H -5.9174 -4.0717 2.7138
H -4.3906 -4.8784 5.5555
H -1.7844 -4.6997 6.0676
H 0.5104 -4.2937 3.5888
H -1.1009 -4.0684 1.9784
H -3.6788 -4.2181 1.5354
O -0.0086 -1.2414 -3.2803
C -0.1321 -0.7164 -2.0137
C 0.9443 -0.1590 -1.3039
C 0.7722 0.2467 -0.0113
C -0.4914 0.0590 0.5593
O -0.7848 0.6467 1.7553
C -1.5754 -0.5502 -0.0661
C -1.3492 -0.9600 -1.3648
H 0.9040 -0.9721 -3.6082
H 1.8959 0.0062 -1.8412
H 1.6048 0.7639 0.4524
H 0.0645 1.0875 1.9804
H -2.4354 -0.7522 0.4538
H -2.0861 -1.4508 -1.9602
O -5.4754 4.0878 -0.5595
C -4.1019 4.0807 -0.6903
C -3.3978 2.9044 -0.5306
C -2.0035 2.9015 -0.6251
C -1.2770 4.0743 -0.8735
O 0.1016 4.0351 -1.0495
C -1.9699 5.2556 -1.0550
C -3.3256 5.2141 -0.9150
H -5.8646 4.9061 -0.9156
H -3.9470 1.9653 -0.3377
H -1.4156 1.9635 -0.6067
H 0.3472 4.8960 -1.3461
H -1.5001 6.2390 -1.2746
H -3.9022 6.0625 -1.1482
O -1.3638 -0.6379 4.2644
C -2.0258 0.1573 5.1103
C -2.2235 -0.3179 6.4397
C -2.7846 0.5357 7.3658
C -3.1055 1.8633 7.0092
O -3.5088 2.6975 8.0380
C -2.9710 2.2567 5.7019
C -2.4455 1.3947 4.7085
H -1.1962 -0.2754 3.4006
H -1.8722 -1.2854 6.7435
H -2.8451 0.1628 8.3481
H -3.7455 3.4991 7.5636
H -3.0017 3.2628 5.3384
H -2.1470 1.6488 3.7533
*
```

Atom charges from the Löwdin analysis, given in e for atoms 1 to 4: atom 1 (C): -0.092, atom 2 (C): -0.322, atom 3 (O): -0.229, atom 4 (S): 0.538


3.
The following is a DFT calculation (the ωB97M-V functional and the def2-TZVPD basis) of a 13-piece molecular cluster, C48H88O39 overall.

Calculated values
E ... -4816.14383 a.u.
LUMO level ... 0.26 eV
Molecular weight ... 1289.2 g mol⁻¹
Energy relative to the best compared isomer or geometry (same formula, charge and spin) ... 3.130 eV
Highest occupied orbital energy ... -0.3844 Ha
Gap between HOMO and LUMO ... 10.7 eV

Geometry as ORCA input:
```
! RIJCOSX wB97M-V def2-TZVPD def2/J DEFGRID3
* xyz 0 1
C 15.1108 11.7734 19.1708
C 16.2619 12.3400 19.9987
O 16.2346 13.7760 20.1662
C 16.6109 14.4752 19.0044
O 16.8289 14.0014 17.9450
O 16.7606 15.8154 19.2443
C 16.4805 16.3956 20.6064
H 14.1870 12.2388 19.5013
H 15.0742 10.6841 19.3476
H 15.1585 11.9279 18.1344
H 17.1613 12.0276 19.5952
H 16.2170 11.9542 21.0177
H 16.9149 17.3948 20.5717
H 17.0975 15.8287 21.3361
H 15.4636 16.2522 20.9880
C 26.6752 11.7399 15.0531
C 25.2173 11.3849 15.3940
O 24.5544 12.5376 16.0251
C 23.4023 12.1752 16.5486
O 22.9829 11.0431 16.6611
O 22.6804 13.2354 16.9056
C 23.1048 14.5961 16.8119
H 26.7367 12.6250 14.4224
H 27.1050 10.7863 14.7063
H 27.2347 12.0597 15.9060
H 25.1702 10.6444 16.1644
H 24.6303 10.9883 14.5844
H 23.3258 14.8166 15.7949
H 24.0712 14.8910 17.2114
H 22.2433 15.1838 17.1759
C 16.9454 14.8960 23.8306
C 17.5977 16.1956 24.2619
O 18.0058 17.0094 23.1281
C 19.2604 16.9325 22.7390
O 20.1081 16.4204 23.4320
O 19.5220 17.5272 21.5825
C 20.8896 17.4818 21.0421
H 15.9343 15.0437 23.3662
H 16.9657 14.2189 24.6730
H 17.4516 14.4201 23.0222
H 18.4768 15.9630 24.8740
H 16.7585 16.7536 24.7566
H 20.7754 17.5814 19.9361
H 21.4489 16.5606 21.2784
H 21.5240 18.2239 21.4910
C 21.6947 21.2168 18.1674
C 20.4279 20.7306 18.7892
O 20.5285 20.7828 20.2742
C 19.5145 20.7201 21.0776
O 19.5950 21.0037 22.2686
O 18.4492 20.3285 20.3699
C 17.2479 20.1995 21.1732
H 21.5471 21.3321 17.0739
H 22.4165 20.4160 18.3827
H 21.9913 22.2182 18.5248
H 20.2255 19.7030 18.4806
H 19.6376 21.3721 18.4085
H 17.3562 20.8393 22.0512
H 17.0271 19.1864 21.4833
H 16.4991 20.5884 20.4926
C 21.1032 21.3756 13.6848
C 20.5625 19.9438 13.9370
O 21.0378 19.0682 12.8533
C 20.5446 19.0016 11.6306
O 19.4914 19.4770 11.2375
O 21.3143 18.1699 10.9451
C 20.9204 17.7434 9.5985
H 20.3761 22.1521 13.8687
H 21.5450 21.5000 12.6790
H 21.9220 21.5038 14.3959
H 19.4463 19.8437 14.0224
H 21.0370 19.6121 14.8484
H 19.9491 17.1600 9.6570
H 21.7414 17.1624 9.2891
H 20.8355 18.5993 8.9647
C 20.1472 9.6305 12.8529
C 21.5136 9.8050 13.4029
O 22.3317 10.6458 12.5603
C 22.5624 11.8930 13.0457
O 22.0776 12.4250 14.0012
O 23.5585 12.4316 12.3094
C 23.9426 13.7077 12.7773
H 19.4835 10.5416 12.8760
H 19.6807 9.0158 13.6388
H 20.0246 9.1118 11.9261
H 21.9720 8.8187 13.5736
H 21.5050 10.2546 14.3996
H 24.7878 14.0727 12.0634
H 24.3166 13.6016 13.7989
H 23.1782 14.4923 12.7560
C 14.4338 15.8245 16.4421
C 14.3115 17.1557 17.3173
O 13.0449 17.7686 17.0089
C 11.9715 17.2580 17.5457
O 10.9070 17.3247 17.0172
O 12.1627 16.6527 18.7280
C 10.9272 16.1517 19.2885
H 15.5110 15.5369 16.2904
H 13.9539 16.0315 15.4780
H 14.0202 14.9372 16.8768
H 15.1014 17.8474 17.1038
H 14.4206 16.8456 18.3793
H 10.5433 15.5659 18.5353
H 10.1847 16.9497 19.5039
H 11.1165 15.5260 20.1826
C 20.0965 14.2973 19.6036
C 21.0862 13.2787 20.1549
O 21.8739 13.7982 21.2286
C 23.0808 14.1779 20.7834
O 23.4477 14.3055 19.6224
O 23.9154 14.4363 21.7393
C 23.3235 14.4874 23.0408
H 19.3790 14.5158 20.3852
H 19.5218 13.8260 18.7910
H 20.5448 15.2658 19.2420
H 21.7100 12.9930 19.3570
H 20.5827 12.4139 20.6265
H 22.5681 15.2797 23.1074
H 24.0624 14.8605 23.7546
H 22.8793 13.5848 23.3353
C 17.4026 19.6910 16.8481
C 17.9917 18.3164 17.2496
O 18.9924 17.7140 16.3716
C 18.4858 16.8533 15.4595
O 17.3768 16.7911 15.0012
O 19.4529 16.0568 15.0012
C 19.3398 15.7206 13.6091
H 16.5830 19.6964 16.1244
H 18.1054 20.4712 16.4773
H 17.0061 20.0885 17.7763
H 17.1534 17.6419 17.3062
H 18.4150 18.2497 18.2012
H 19.1993 16.6546 13.0680
H 18.4705 15.0804 13.4617
H 20.2541 15.1567 13.3328
C 14.9415 17.6573 12.5785
C 14.0717 16.5856 11.9659
O 14.1330 16.8803 10.5597
C 14.8712 17.9716 10.3040
O 15.0342 18.4313 9.1970
O 15.4528 18.3578 11.4449
H 15.7448 17.2702 13.1766
H 14.3820 18.4061 13.1634
H 12.9852 16.5445 12.2341
H 14.3456 15.5198 12.0688
C 18.6896 13.0726 15.6835
C 19.5556 12.0412 16.3769
O 18.8911 10.7781 15.8864
C 17.6243 11.0838 15.3660
O 16.8529 10.2983 14.9375
O 17.4321 12.4369 15.4523
H 19.1527 13.3196 14.7816
H 18.4401 13.9130 16.3344
H 19.4345 12.0167 17.4333
H 20.5610 11.9865 16.0216
C 14.3241 22.7506 15.5248
C 13.6454 22.2071 16.7267
O 13.7574 20.7955 16.5016
C 13.8628 20.5699 15.1370
O 13.7096 19.5026 14.6479
O 14.1064 21.7449 14.5281
H 15.4440 22.9049 15.5104
H 13.8642 23.6915 15.2148
H 12.6216 22.4452 16.8060
H 14.1789 22.5018 17.6269
C 16.6615 21.2095 12.3629
C 17.5506 22.3289 11.8717
O 18.2298 22.8313 13.0659
C 17.8423 22.1374 14.1357
O 18.2862 22.3237 15.2021
O 16.9786 21.1648 13.7757
H 16.8226 20.2586 11.8737
H 15.6020 21.4996 12.2601
H 17.1215 23.2871 11.4749
H 18.3664 21.9097 11.2841
*
```

Atom charges from the Löwdin analysis, given in e for atoms 1 to 4: atom 1 (C): -0.044, atom 2 (C): -0.200, atom 3 (O): -0.015, atom 4 (C): -0.537